(one)
Density functional theory data (wB97M-V/def2-TZVPD) for a 11-piece molecular cluster, C61H143BN9O27 overall.

Its LUMO energy is 2.057 eV. The gap between HOMO and LUMO is 8.1 eV. For the highest occupied orbital energy, the calculation gives -6.08 eV. The value obtained for the molar mass is 1445.7 g/mol.

Geometry as ORCA input:
```
! wB97M-V def2-TZVPD RIJCOSX def2/J DEFGRID3
* xyz -1 1
H -3.582 5.136 3.893
C 1.709 -4.404 3.726
C 2.818 -0.060 -7.739
C -2.245 3.602 1.788
C -2.937 -4.985 0.332
H -1.331 -6.561 -3.226
H 7.990 1.787 -1.866
H -1.280 1.984 10.479
H -2.761 9.461 4.868
H 2.553 -5.421 1.197
H 6.440 4.266 -1.440
H -3.003 6.146 -7.998
H 2.253 5.318 -4.517
H 2.562 -2.097 -1.353
H 9.786 2.955 -1.219
N -2.228 5.002 -2.900
C -1.096 2.817 9.801
O -0.661 2.132 -2.407
H 3.963 -7.399 1.092
H -0.560 3.091 3.049
H -0.521 5.778 -2.120
H -4.588 -5.334 2.509
H 6.511 3.513 -2.982
O 0.300 4.592 -4.492
H 10.023 0.892 -5.384
H 4.810 -0.758 -3.133
O -0.962 0.431 -0.902
H 2.418 -2.799 1.085
H -2.704 -7.762 -3.254
H -0.272 0.018 -4.478
H -2.120 2.646 1.279
H 3.133 -0.975 5.105
O -0.831 -0.257 1.414
O 1.236 -0.239 -5.856
C -1.530 3.311 -6.853
C -5.183 2.344 -1.720
C 3.303 -2.919 0.459
H 0.570 -0.926 -8.802
H -1.644 2.287 -4.314
H 11.034 2.343 -5.258
H 3.135 0.359 -5.611
C -3.961 4.236 -1.259
H -2.171 4.875 -8.856
H -2.006 2.621 3.632
H 2.484 4.503 9.135
C 9.291 3.454 -3.319
H 3.410 -5.497 -0.353
N -2.531 2.298 -4.796
C -8.423 -5.354 2.961
H 2.317 -7.123 3.567
H 2.497 -7.092 6.537
H 0.816 2.395 8.847
H 1.854 -4.581 2.660
H -1.329 2.995 -7.877
C 2.508 -9.655 6.644
O 0.048 -1.629 -0.279
H 0.365 6.581 -4.397
O 1.977 -8.839 5.569
H -3.297 3.828 1.957
H 6.660 -6.892 2.703
C -2.312 8.606 5.374
H -0.014 5.238 -0.004
C 0.627 0.162 -8.829
C -0.942 -1.595 1.806
H -1.489 1.217 -6.373
C -0.256 1.389 -1.485
C -0.123 0.883 -9.917
H -1.542 3.394 7.996
H -5.614 -4.450 5.082
H 0.283 4.631 1.564
H -3.330 1.131 -3.206
H 3.598 -9.669 6.673
H -8.929 -4.709 2.243
H 2.537 -1.107 -7.845
H 2.251 -3.776 -1.315
N -4.416 -5.156 0.300
C 0.381 3.154 9.496
C -2.446 -5.258 -1.142
N -1.816 2.622 8.588
C -0.357 4.476 0.696
C 5.369 2.254 -1.762
H 3.345 -2.593 -3.499
H 0.978 3.298 10.397
H -7.526 1.665 -5.121
O 4.215 -3.220 -1.731
C 2.380 0.485 -6.387
H -1.009 6.013 -5.159
O -1.523 -2.085 2.790
H 5.880 -6.601 4.263
H -4.589 -6.142 0.167
N 2.046 0.565 -8.827
H 1.985 -2.930 5.266
O -2.562 -0.103 6.294
C -2.182 2.044 -6.217
H 4.134 -3.993 1.978
C -1.122 5.943 -3.014
H -1.895 1.774 5.832
H -2.325 -4.409 4.449
H -3.040 -1.440 4.837
H 4.380 -0.868 3.889
N 2.496 -5.283 4.556
H 4.416 2.754 -1.938
H 3.985 -2.068 0.456
H -1.510 2.856 -11.323
H -8.654 -6.393 2.727
C 1.163 1.414 -0.817
C -2.745 4.993 4.577
H -2.955 4.148 5.232
O 3.222 -2.553 3.705
C 10.037 1.939 -5.080
H -1.239 8.786 5.436
H -6.642 1.405 -6.605
H -1.796 6.204 6.101
C -3.081 5.382 -1.801
H 2.146 1.529 -6.591
H 9.257 2.525 -5.565
H 5.344 -6.543 0.656
O -0.130 -3.636 0.784
O 2.097 2.164 -1.142
O -4.539 3.457 -2.290
C -2.435 1.252 6.622
H 8.358 3.725 -3.813
H 1.325 0.274 -3.781
H 1.153 -2.375 3.799
N -1.459 4.726 3.973
H 3.693 -4.318 -3.389
H 2.108 -10.669 6.661
O -7.027 -5.029 2.919
C 6.555 3.292 -1.916
H -2.812 8.605 6.342
H 4.411 -0.275 -1.509
H -4.855 -3.775 1.785
H -3.778 6.081 -2.263
H -1.379 -5.041 -1.190
O -2.511 4.380 -6.852
H 1.862 5.873 8.352
H 0.292 0.517 -10.856
H -0.368 4.081 -10.839
C -2.362 -6.775 -2.943
H -5.370 -2.832 5.721
O 5.534 1.124 -2.585
H 5.030 -3.278 -3.625
H -4.027 -0.062 4.767
H 9.020 4.451 -1.386
C -2.249 5.367 -7.887
H 0.045 2.670 -11.952
H -3.214 -3.312 6.483
C -0.466 3.017 -11.054
H -4.589 0.675 -6.012
C 9.017 3.448 -1.813
C 1.952 -3.011 4.179
C -2.996 -0.358 4.961
H -4.588 -3.184 4.279
H -4.455 1.730 -1.190
H -3.422 1.691 6.764
H -1.776 4.128 -2.671
C 4.570 0.109 -2.517
C -4.691 0.986 -4.972
C 1.613 4.638 -3.955
H 2.280 -9.186 7.601
C -3.700 -4.178 6.034
H -1.200 5.539 3.433
C 3.009 -3.041 -1.043
C -1.565 3.499 3.159
H 2.037 3.634 -3.948
H 1.965 4.392 7.471
H 2.183 1.564 -8.769
N 7.821 2.701 -1.470
H -0.131 3.483 0.308
C 0.725 0.408 -4.681
H -1.480 3.678 10.347
O -1.715 4.714 1.062
O 9.753 2.114 -3.650
C 3.533 -5.370 0.723
H -7.075 2.997 -6.088
H -3.127 1.852 -6.725
H -3.323 3.579 -0.667
O -4.096 -4.983 7.054
C -4.972 -4.845 1.614
H 3.432 -5.414 4.198
H -3.499 6.376 6.103
O 0.422 4.381 8.880
C 2.638 -7.570 5.567
C -0.300 -2.425 0.711
H 0.094 0.340 -7.896
N 4.060 -4.085 0.975
H -2.657 0.202 -4.418
H -6.617 -6.186 1.306
C -4.874 -3.661 5.216
H -1.883 -5.450 5.700
H -2.065 0.513 8.554
C -0.373 5.783 -4.304
H 3.603 0.463 -2.875
H -3.379 -5.810 4.699
C -1.654 1.298 7.919
C -2.770 -5.059 5.202
C -6.451 -5.155 1.618
O -2.620 -6.617 -1.585
H -5.982 2.514 -0.998
C 4.453 -6.443 1.277
H 0.645 1.486 -4.821
H 3.667 -7.700 5.234
O 4.652 -6.325 2.692
H 5.313 1.896 -0.734
H -2.578 -3.985 0.574
H 3.835 0.226 -8.008
H -2.947 -4.560 -1.812
C 1.965 -6.692 4.504
H -2.613 5.854 -0.937
H 2.833 -0.527 3.403
H -5.265 0.149 -4.573
H -1.311 5.890 -7.698
O 1.110 0.581 0.212
C 5.735 -7.016 3.266
H -5.583 1.671 -2.479
H -8.787 -5.169 3.972
H -0.578 3.525 -6.368
H 5.510 -8.080 3.347
H -4.838 4.546 -0.690
C -2.652 6.251 5.428
C 3.362 -1.212 4.066
H 9.992 4.224 -3.642
H -1.489 6.969 -2.966
H -2.444 -5.637 1.053
C 4.061 -3.326 -3.128
H -2.222 0.015 4.291
O -2.668 7.432 4.594
H -1.161 0.590 -9.759
O -5.452 2.196 -4.963
H -3.442 -4.985 7.757
H -6.929 -4.527 0.866
H 1.657 4.943 -2.909
C 1.694 4.800 8.444
H 0.625 -4.510 3.771
C -3.250 1.108 -4.293
H -2.941 -6.051 -3.516
O -0.108 2.299 -9.843
H -0.585 1.110 7.817
B -0.134 -0.202 0.115
H 0.886 -6.740 4.652
C -6.698 2.042 -5.722
*
```


(two)
Density functional theory data (wB97M-V/def2-TZVPD) for a 11-piece molecular cluster, C61H143BN9O27 overall.

Its LUMO energy is 1.791 eV. The gap between HOMO and LUMO is 8.9 eV. For the highest occupied orbital energy, the calculation gives -7.13 eV. The value obtained for the molar mass is 1445.7 g/mol.

Geometry as ORCA input:
```
! wB97M-V def2-TZVPD RIJCOSX def2/J DEFGRID3
* xyz -1 1
H -5.516 4.764 8.244
N -11.288 -10.453 7.898
C 12.627 2.458 -0.843
H -2.441 9.066 -4.434
C 11.741 11.260 -7.231
H 13.619 1.280 -2.211
H -18.282 -2.940 -0.275
O 1.085 -0.646 1.459
H -4.258 10.776 -1.758
H 10.268 7.881 -0.199
O -1.312 0.953 -0.400
H 6.586 1.919 -12.377
O -0.958 -1.297 1.499
H -6.636 -0.386 6.472
C 13.010 2.215 -4.588
H 0.419 -11.797 -2.232
H -2.458 8.002 -2.993
O 6.329 -0.076 -12.044
O 0.533 -1.200 9.122
H 12.003 1.283 -2.560
H -6.017 7.228 5.885
H 2.660 -1.629 8.757
C 8.296 4.491 -5.946
C 3.919 -15.016 -1.012
H 7.488 4.577 -6.672
H 10.295 5.604 1.056
H -16.231 0.666 -2.543
H -12.676 -1.484 -4.494
C -3.560 -0.584 9.155
H 5.487 1.291 -13.443
H 7.225 -5.635 4.352
H 0.006 6.612 6.559
H -4.007 6.003 4.738
N -2.726 6.488 6.289
H -5.352 -1.453 5.594
O -9.058 -9.563 6.028
H -3.622 12.460 -3.522
O 3.353 -16.174 -1.731
O 8.782 5.693 -5.283
H -14.599 -1.249 -2.536
H -9.572 -8.298 7.515
H 8.847 -4.792 -8.939
H 8.697 -4.318 -11.269
N -5.495 11.841 -4.037
C -1.817 5.378 6.385
H 4.010 -18.020 -2.114
H 1.893 -9.508 -0.644
H -16.895 -0.107 -4.011
O -2.586 10.001 -2.490
H 7.215 -3.759 -10.529
H 8.015 3.703 -5.248
H 10.849 3.396 -0.831
H -6.760 5.817 8.934
C 8.478 -3.153 -6.846
C -14.238 0.056 -4.126
H 12.361 2.725 -5.299
H 12.556 11.229 -6.509
H -1.041 8.963 -3.525
H -4.568 9.539 -2.897
H -12.677 -11.959 5.956
H -3.517 11.171 -4.643
H 5.363 -16.894 -1.822
C -6.362 12.698 -0.353
H 9.102 4.006 -6.496
O 1.729 -10.160 -2.643
H -2.943 7.012 7.125
H -6.929 11.772 -0.261
H 0.117 -2.518 7.479
O -12.397 -0.223 -2.743
H 4.900 1.461 -11.865
H 12.838 1.141 -4.505
H 4.664 -15.271 -0.259
H 1.609 -8.335 -1.911
C -11.128 -0.634 -2.361
C -0.144 -1.537 7.876
O -6.802 13.150 -1.609
H -7.178 -9.348 4.912
C -3.939 10.414 -2.736
O 5.128 0.897 0.206
N -15.130 -0.898 -3.321
H -6.212 14.859 -2.475
H 8.359 -3.473 4.891
C -10.078 -8.725 6.649
H 6.677 -2.681 -12.373
H 0.076 -0.685 7.233
C 3.593 1.667 1.909
B 1.854 0.560 1.094
H -5.351 13.799 -4.630
N 9.060 8.502 -5.782
H 2.673 -11.564 -0.670
H 2.145 -0.092 8.307
O 8.389 -2.891 -8.265
H -12.944 -13.949 8.994
N -2.204 -0.464 8.641
C 8.287 -3.572 -10.587
O -5.378 6.765 7.897
O -0.748 6.494 8.493
H -1.737 -2.563 8.879
H -0.781 4.759 9.623
H -1.717 6.057 10.330
H 8.340 10.115 -4.551
H 8.076 -4.100 -6.488
O 10.693 10.400 -6.861
H -3.623 -1.261 10.007
H -11.623 -13.013 6.686
H -14.139 -15.043 8.393
H -1.437 -0.191 9.238
C 11.370 5.580 0.877
H 7.620 6.693 -3.923
C -4.058 11.487 -3.752
H 12.706 3.898 1.172
C 1.446 -11.569 -2.519
C -1.623 -1.741 8.172
H 1.626 -14.072 -1.922
H -16.658 -3.091 0.482
H 7.137 8.440 -4.878
O 11.810 6.431 -0.158
H -12.224 0.227 -4.686
C 2.843 -14.306 -0.281
H 0.301 -9.291 -1.169
H 3.250 -13.863 0.628
C 11.316 7.773 0.081
H 10.701 10.583 -4.930
H 6.372 -6.317 2.198
C 7.741 7.919 -5.622
C -13.282 -14.445 8.084
H -5.568 -0.985 8.457
H -5.700 0.232 5.233
C 7.221 -0.646 -12.992
C -2.123 8.958 -3.397
H 11.438 12.265 -7.523
C -17.317 -1.238 -2.244
C 7.576 -2.067 -12.422
O 0.866 1.234 0.265
C 12.799 1.989 -2.323
H -3.873 0.400 9.504
H -18.121 -0.720 -1.721
H 6.694 -3.104 4.470
N 1.958 -13.550 -1.123
C 1.960 -0.853 9.066
H -11.608 -10.023 5.797
H 11.853 5.884 1.806
C 1.321 -9.324 -1.553
H 8.045 -2.539 -13.285
C -11.374 -9.529 6.740
H 10.004 -3.498 -9.442
H -10.531 -11.120 7.862
C 7.619 -3.539 4.094
C 11.782 4.133 0.644
H 11.844 8.454 -0.586
C -5.918 13.224 -3.897
H -8.270 -8.254 4.779
C 4.375 -17.005 -2.268
H -10.965 -1.682 -2.111
C 5.799 1.166 -12.406
H 7.917 -2.902 3.261
O -16.682 -1.746 -1.072
C -4.565 -1.075 8.040
H -4.450 4.998 5.978
C -16.424 -0.283 -3.044
C -0.128 -0.475 1.251
H 8.065 0.043 -13.026
H 11.559 7.986 1.122
N 8.322 -2.188 -11.134
H 2.230 -0.493 10.059
H -12.641 -11.820 8.862
H -14.700 0.123 -5.111
C -5.113 7.071 6.475
H 12.372 10.894 -8.042
H 0.119 5.093 7.579
H -14.353 1.057 -3.711
C 9.964 10.758 -5.714
H 7.914 10.281 -6.229
H -10.408 -7.960 5.946
C -5.893 13.816 -2.490
C -7.894 -8.880 5.588
H 7.939 -1.610 -10.400
O 4.326 2.412 2.625
C 7.457 -4.955 3.532
C 8.692 9.909 -5.562
H -4.388 -2.094 7.694
C -5.644 -0.501 6.038
H -12.161 -8.781 6.834
C -6.187 5.596 8.033
H -6.930 5.375 7.267
O 12.790 2.953 -3.337
C -12.772 -0.485 -4.068
H -2.213 4.491 6.880
H -17.054 -3.793 -1.078
C -12.531 -12.456 6.915
C -0.515 5.889 7.187
H 3.363 -12.410 -2.103
H -7.517 -8.179 6.333
H 12.195 1.740 -0.145
H -6.599 13.437 0.412
H 14.024 2.253 -4.987
N 11.794 3.750 -0.781
C 4.019 0.869 0.705
H 9.733 11.823 -5.673
H -4.736 8.094 6.486
O 8.499 -5.327 2.762
H 6.718 6.200 -5.265
C -17.205 -2.918 -0.445
H -6.064 11.226 -3.472
C 8.962 -3.753 -9.249
H -1.495 4.967 5.428
H 8.485 -6.287 2.756
H -10.924 -0.176 -1.393
H -6.953 13.162 -4.233
H -5.304 12.436 -0.317
C 7.713 6.558 -5.000
H 4.429 -14.279 -1.632
H 6.507 -4.598 1.722
H 6.824 -0.693 -14.006
H 9.314 8.683 -6.743
H 9.371 -2.957 -6.253
C -0.274 0.620 0.248
H 4.366 -16.845 -3.346
H -12.477 -15.045 7.660
H 5.414 -4.950 2.957
O 2.980 0.265 0.303
H -2.190 -1.998 7.278
H 7.761 -2.549 -6.290
O -13.623 -13.344 7.209
H 2.126 -14.977 0.194
O -4.648 -0.152 6.945
C 6.370 -5.287 2.556
H 7.317 7.867 -6.625
C -4.074 6.010 5.826
H 13.626 2.638 -0.446
H -2.280 5.263 8.804
H -17.749 -1.941 -2.956
H -10.396 -0.189 -3.034
H 1.513 -11.892 -3.558
C -12.524 -11.254 7.937
O 2.304 1.520 2.115
H -13.461 -10.699 7.894
C -1.422 5.607 9.382
C 2.471 -12.244 -1.498
H 11.160 3.510 1.286
H -4.882 13.873 -2.086
*
```


Decreasing stability: (one), (two)